The following is a quantum chemistry calculation of a cluster of 3 separate species, C29H41N6O7S2 in total in a non-equilibrium geometry, from the OMol25 dataset.

Last column: Mulliken charge in e.
CARTESIAN COORDINATES (ANGSTROEM)
C: 4.6227 0.4515 -1.7999  -0.21
C: -0.5863 -1.8297 -2.3777  0.45
N: -1.0340 -1.7432 -0.0649  0.24
H: 5.8263 -0.0906 -3.7294  0.35
H: -5.4690 5.0507 3.4874  0.43
H: -3.5166 0.9072 1.4399  0.23
O: -5.9440 2.7966 4.6836  -0.52
O: -0.3904 0.1443 -5.6576  -0.27
N: 4.4465 -0.0557 -0.3857  0.04
H: 2.9595 -1.4594 0.6073  0.16
O: -3.7288 -1.7365 2.4379  -0.45
H: -4.8788 0.7347 3.5186  0.51
H: -0.7009 1.3495 0.6971  0.16
C: -4.6874 1.6828 3.0305  -0.31
C: -5.0289 4.1826 3.0121  -0.48
H: -0.4626 -2.4532 -5.7045  0.31
C: -1.7032 0.3646 -1.0952  -0.53
H: 0.0544 -3.5554 -4.2752  0.35
H: 5.9921 -1.3333 -2.3161  0.22
C: -0.6396 1.4961 -0.4733  -0.44
H: -1.7565 -0.3655 1.5942  -0.09
H: -4.5928 -2.2015 2.1559  0.35
H: 3.0431 -1.4745 -1.2898  -0.37
H: 2.0553 -2.0363 -3.8843  0.21
C: -1.3658 -1.4458 1.3770  -0.22
H: 3.1227 2.9358 4.3659  0.45
H: 1.2576 2.2233 -1.5246  0.40
H: 0.5124 1.4842 7.5370  0.43
H: 3.1020 0.6765 3.3163  0.55
H: -1.1631 -3.2933 3.4583  0.25
H: 1.1096 0.3370 -1.6139  -0.09
C: 2.5687 2.1069 4.7900  -0.25
N: -0.4722 -1.4232 -3.6771  0.28
H: -3.0680 -3.0009 0.8263  0.31
H: 5.4225 1.3300 -1.7362  0.34
C: -1.0668 1.3059 -6.2587  0.55
C: -3.7088 3.0778 1.2657  0.38
N: -1.1241 -1.0088 -1.2382  0.31
N: -0.2262 -3.1620 -1.6966  -0.57
C: -5.2768 2.8801 3.6617  0.22
H: -0.4548 -1.6735 2.1145  0.15
N: 1.6219 -2.1655 -4.8466  -0.57
C: 0.9161 1.2549 -0.9168  -0.18
C: 1.0569 1.2658 6.6265  -0.39
H: -3.2948 0.6841 -6.8432  0.29
C: -3.9567 1.7753 1.9152  0.18
S: 1.9228 1.2323 0.6903  0.18
O: -0.2617 2.2382 -6.8399  -0.50
C: -0.8002 -0.0839 -4.2718  -0.39
O: 1.7834 -1.3293 4.3040  -0.60
C: -2.6031 -2.4883 1.7954  0.17
H: -1.8877 -4.6453 2.2773  0.29
C: 3.7548 1.0696 0.3548  -0.26
H: -0.2760 0.7608 -3.6104  0.32
H: -3.0861 1.6701 -5.2270  0.22
C: 2.5575 0.8949 4.2268  -0.32
H: -2.1427 0.8557 -2.0600  0.09
H: 1.7718 -1.2934 -5.3997  0.33
C: -4.2982 4.2751 1.8968  -0.49
C: -2.6841 1.5627 -6.3466  -0.77
C: 1.8196 2.3814 6.0321  0.28
C: -0.4735 -3.1753 -0.2037  -0.07
C: 3.6861 -1.3611 -0.3180  0.51
H: 0.4917 -0.7751 6.4875  0.45
H: 4.9877 -3.1609 -1.1726  0.31
H: -0.9425 2.5823 -0.7869  0.44
C: 1.7947 -0.2208 4.8212  0.34
H: -0.3212 -3.9983 0.6167  0.28
C: -2.1091 -3.6366 2.8614  -1.08
H: 3.6296 0.9560 -2.1805  0.11
H: -2.9845 2.5840 -6.8764  0.30
H: -4.1068 5.2232 1.4087  0.43
O: 1.8310 3.4900 6.5494  -0.54
H: 5.7287 -2.3155 0.4442  0.28
C: 5.2120 -0.6440 -2.8668  -0.71
H: 4.3205 -1.2790 -3.2804  0.03
C: 1.0457 0.0537 6.0633  -0.44
H: 4.2062 -3.4342 0.5447  0.34
H: -1.9677 0.0920 -4.0936  0.25
S: 4.7822 2.3433 0.9297  -0.08
O: -3.0416 3.1613 0.2437  -0.52
H: -3.0003 -3.8532 3.5990  0.35
H: -2.6091 0.3655 -0.3158  0.19
C: 0.1200 -2.4544 -4.6622  -0.68
C: 4.7576 -2.6342 -0.1483  -1.17

Forces on atoms 1 to 6 (eV/Å):
1.412 1.377 -1.257
-0.872 -0.676 5.878
2.182 -5.175 2.226
-1.741 -1.201 1.863
0.001 -0.047 0.010
-0.118 -0.037 0.099

- Largest force on an atom: 10.30 eV/Å
- Lowest unoccupied orbital energy: -3.89 eV
- Highest occupied orbital energy: -10.746 eV
- Multiplicity: 1
- Orbital gap: 6.9 eV
- Charge: +1

The following is a quantum chemistry calculation of a structure of composition C29H42AlCl2F5GeN3OSSi3, from the OMol25 dataset.

Last column: Mulliken charge in e.
CARTESIAN COORDINATES (ANGSTROEM)
F: 5.4439 0.5151 4.1669  -0.27
H: -0.9037 -5.4440 -1.1224  0.25
N: 1.0327 2.3048 -0.9623  0.47
H: -0.6781 -0.7656 1.8102  -0.05
Ge: 0.9637 -2.2286 -0.7770  0.78
H: -0.6519 -0.4633 -4.1517  0.24
F: 5.6892 0.2028 1.5121  -0.37
H: -4.3897 2.8000 3.0539  0.38
C: -0.5725 -5.2095 -2.1367  -1.11
C: -4.6526 3.5607 2.3270  -0.65
C: 3.7389 -2.7654 -2.7517  -0.75
C: 1.9849 4.4294 -1.4042  -1.27
H: -1.3392 -5.5747 -2.8301  0.40
C: -5.9663 3.6541 1.8832  0.61
C: 0.8435 5.0753 -0.9724  -0.36
H: -7.7072 2.4142 1.5801  0.37
Cl: -1.1665 0.4231 -2.0182  -0.05
H: -1.1111 -4.8366 0.9470  0.32
C: -1.7880 6.1545 0.0003  0.27
C: 2.0046 0.8317 3.1828  -0.05
H: -2.8504 -3.3815 -2.5305  0.43
C: 0.2127 -3.0837 -4.1745  -1.33
C: -0.1644 -4.7308 1.4859  -1.13
H: 2.4131 -3.7244 2.7666  0.50
C: -3.9959 5.4451 0.9807  0.37
H: -0.6320 -2.9705 -4.8644  0.45
H: 0.3396 -5.7666 -2.3362  0.31
H: 0.5632 -5.4170 1.0464  0.25
H: 3.8477 -5.8392 -1.2309  0.46
F: 0.7970 1.0058 3.7034  -0.31
H: 4.0064 -3.1275 1.2259  0.17
C: -0.2352 4.3023 -0.5220  -0.12
C: 3.3781 0.4620 1.1968  0.74
Si: -0.4108 -3.3858 -2.4348  0.78
Si: 3.3162 -3.5068 -1.1151  0.04
N: -1.4385 4.8061 -0.0635  -0.02
C: -7.0381 2.7187 2.3858  -1.40
C: 2.1730 0.6714 1.8310  -0.35
H: -3.3118 7.3432 0.4165  0.30
H: -6.6074 1.8232 2.8325  0.35
C: -6.2729 4.6730 0.9813  -0.64
C: -3.6749 4.4545 1.8979  -0.31
H: 0.7644 6.1521 -0.9679  0.65
H: 0.7887 -3.9500 -4.5173  0.47
C: 4.3709 0.5710 3.4030  0.23
H: 2.3517 -5.6319 -0.3103  0.25
Al: 1.2901 0.2735 -0.9593  -1.26
H: -0.3336 -5.0455 2.5225  0.42
H: 2.9678 -2.9627 -3.4996  0.21
H: -2.3296 -2.4297 -1.1388  0.22
H: 4.9944 -2.1826 0.0948  0.23
O: -1.0430 7.0397 -0.3674  -0.67
C: 3.1296 0.7793 3.9829  0.73
N: -3.0259 6.3825 0.5209  -0.07
F: 1.0175 0.6962 1.0503  -0.16
H: -7.6499 3.2068 3.1473  0.31
S: 3.5349 0.2341 -0.5468  -0.44
H: -1.8309 -1.9941 1.2513  0.31
H: 3.9149 -1.6920 -2.6727  0.15
Cl: 1.4265 0.4313 -3.4365  0.10
C: -0.9700 -1.8144 1.9040  -0.75
Si: 0.4343 -2.9776 1.5016  0.65
H: -0.6493 1.3353 -4.1445  0.56
H: -1.2979 -1.9770 2.9379  0.47
H: 0.8610 -2.2080 -4.2733  0.31
C: 1.8450 -2.7919 2.7017  -0.77
C: 4.4861 0.4128 2.0320  0.06
H: -7.2921 4.7790 0.6247  0.40
H: -2.2778 -1.7302 -2.7631  0.35
C: 4.4875 -3.1339 0.2483  -0.80
H: 2.5328 -1.9887 2.4391  -0.13
C: 2.0581 3.0512 -1.3969  -0.15
H: 2.8365 5.0015 -1.7480  0.48
H: 5.2367 -3.9370 0.2544  0.49
C: -5.3046 5.5507 0.5248  -0.74
C: -0.3686 0.4340 -3.6181  -0.23
H: 2.3284 -5.5437 -2.0864  0.20
F: 3.0170 0.9138 5.2888  -0.29
H: 1.4435 -2.5848 3.7013  0.43
H: 4.6736 -3.2328 -3.0966  0.49
C: 2.8954 -5.2902 -1.1936  -0.88
C: -0.0754 2.9248 -0.5262  0.07
C: -2.1146 -2.6448 -2.1903  -0.95
H: -0.8653 2.3011 -0.1262  0.56
H: -5.5638 6.3303 -0.1848  0.43
H: -2.6791 4.4107 2.3299  0.61
H: 2.9398 2.5357 -1.7394  0.56
H: -2.1453 4.1468 0.2274  0.18

Forces on atoms 1 to 6 (eV/Å):
0.020 -0.003 -0.002
0.017 -0.003 -0.141
-0.005 -0.274 -0.191
-0.078 -0.090 0.071
-0.136 0.044 0.003
0.029 -0.119 -0.004

- Largest force on an atom: 0.82 eV/Å
- Lowest unoccupied orbital energy (spin up / spin down): -5.72 / -8.19 eV
- Highest occupied orbital energy (spin up / spin down): -12.695 / -12.695 eV
- Multiplicity: 2
- Orbital gap (spin up / spin down): 7.0 / 4.5 eV
- ⟨S²⟩: 0.75
- Energy above the lowest of the compared OMol25 structures with the same formula, charge and spin: 206.1 kJ/mol
- Charge: +2